150
Properties=species:S:1:pos:R:3:forces:R:3:mulliken_charge:R:1 method="wB97M-V/def2-TZVPD" homo_lumo_gap_ev=6.35 smiles="C=CC1=C(CCCCCCCCOC)C(=O)C(CCO)=C(CCCOC(C)=O)C1=O.CCOC(C)=O.CCOC(C)=O.CCOC(C)=O.CCOC(C)=O.CCOC(C)=O.CCOC(C)=O" total_energy_ev=-87989.8546
C 6.015 -1.578 3.336 0.4759 0.4156 -0.3163 -0.98
C 6.374 -1.225 2.053 -0.2497 -0.2622 0.8463 -0.92
C 6.536 0.129 1.571 1.6223 0.1048 -0.2981 1.33
C 6.566 0.431 0.245 0.1415 -0.4712 0.3613 -0.04
C 6.422 -0.568 -0.866 0.0560 0.4067 -0.2712 -1.79
C 4.997 -0.510 -1.474 0.1370 -0.3059 0.2452 -0.09
C 3.874 -0.233 -0.483 -0.5329 -0.4816 -0.3305 0.27
C 2.492 -0.293 -1.167 0.5192 0.9189 0.2674 -0.10
C 1.436 0.550 -0.430 -0.5282 -0.4378 0.0721 -0.53
C 0.309 -0.278 0.234 0.1453 0.7233 -0.3714 -0.25
C -0.151 0.332 1.555 -0.1507 -0.6355 -0.0541 -0.99
C -1.523 -0.138 2.011 -0.0060 0.1893 0.3710 -0.15
O -2.527 0.681 1.419 0.0947 -0.0573 -0.0827 -0.33
C -3.727 0.757 2.155 -0.5448 -0.1130 -0.1241 -0.81
C 6.685 1.830 -0.222 -0.1169 0.1680 -0.1173 0.99
O 6.708 2.057 -1.417 0.0555 0.0709 -0.0019 -0.74
C 6.776 2.960 0.749 -0.1074 -0.1129 0.4537 0.58
C 6.907 4.367 0.224 0.0312 -0.1784 -0.2500 -1.27
C 5.929 4.793 -0.874 0.2122 0.4035 -0.1042 -0.64
O 6.577 4.783 -2.143 -0.1548 -0.0161 0.0913 -0.57
C 6.741 2.664 2.061 0.1344 0.4169 -0.2223 0.33
C 6.778 3.677 3.174 0.0584 -0.3457 0.1884 -1.56
C 5.380 3.942 3.767 0.1947 0.0359 -0.2856 -0.86
C 4.258 4.073 2.769 -0.2850 -0.0643 0.2643 -0.40
O 4.446 5.274 1.988 -0.0539 0.1866 0.4963 -0.29
C 3.417 5.565 1.169 -0.1569 -0.1111 -0.5296 0.83
C 3.115 7.025 1.050 -0.0990 0.2624 -0.1876 -1.15
O 2.808 4.726 0.563 -0.1521 -0.2643 0.1756 -0.55
C 6.637 1.254 2.537 -0.3457 -0.0457 0.2324 0.89
O 6.609 1.049 3.738 0.1700 0.0214 -0.0898 -0.68
H 6.646 -1.313 4.174 -0.9689 1.2778 0.3341 0.23
H 5.111 -2.136 3.563 0.8308 -1.4846 -0.3102 0.24
H 6.575 -2.043 1.367 -1.6904 0.1007 -0.5972 0.25
H 7.107 -0.254 -1.653 0.0939 -0.1294 -0.0237 0.38
H 6.721 -1.570 -0.576 -0.1948 -0.0395 0.1573 0.53
H 5.004 0.249 -2.254 -0.1061 0.0632 -0.0027 -0.29
H 4.782 -1.476 -1.940 0.0731 0.0304 -0.1719 0.70
H 3.909 -0.997 0.299 0.0776 0.2488 0.2877 0.00
H 3.955 0.760 -0.038 0.2716 -0.0149 0.1296 -0.19
H 2.161 -1.325 -1.267 -0.0242 -0.0323 -0.2114 0.62
H 2.631 0.155 -2.153 -0.1543 -0.3145 -0.2065 -0.54
H 1.878 1.190 0.337 0.2892 -0.0452 -0.0538 0.08
H 0.969 1.227 -1.148 0.0136 0.1206 0.0507 0.41
H 0.647 -1.305 0.366 -0.1925 -0.0985 0.1147 0.44
H -0.538 -0.276 -0.456 -0.0616 -0.3057 0.0171 0.05
H 0.557 0.037 2.334 0.1410 0.2364 0.0141 0.34
H -0.182 1.421 1.488 0.0840 0.0493 0.0560 0.31
H -1.698 -1.191 1.767 0.0396 -0.0310 -0.1039 0.24
H -1.578 -0.044 3.099 -0.0979 0.0375 0.0304 0.36
H -3.754 0.101 3.029 0.1619 0.0960 -0.2819 0.38
H -3.912 1.777 2.502 0.1977 0.0495 0.0735 0.28
H -4.572 0.495 1.511 0.0480 -0.0207 -0.0870 0.20
H 7.920 4.503 -0.166 -0.0097 -0.0174 -0.1301 0.57
H 6.794 5.068 1.043 0.0138 -0.0764 0.0735 0.25
H 5.015 4.197 -0.868 0.0523 -0.1629 -0.0260 0.40
H 5.644 5.832 -0.668 -0.1331 -0.0322 0.1249 0.28
H 5.893 4.893 -2.810 0.0795 -0.0370 -0.0646 0.33
H 7.299 4.583 2.879 -0.1967 0.1057 -0.1128 0.62
H 7.367 3.227 3.973 0.0772 0.1141 0.0519 0.48
H 5.128 3.101 4.412 -0.0490 0.0042 0.0648 0.46
H 5.405 4.846 4.378 0.0484 -0.0220 0.0902 0.40
H 4.129 3.195 2.139 0.2152 0.0665 -0.2110 0.02
H 3.321 4.192 3.320 -0.0439 0.0042 -0.0392 0.64
H 3.877 7.515 0.442 0.1396 0.0611 0.1715 0.25
H 3.042 7.510 2.021 0.2309 -0.0037 0.0472 0.30
H 2.167 7.138 0.532 -0.0207 -0.0781 -0.0397 0.38
C -5.762 1.541 8.279 0.1306 0.0393 -0.0167 -0.97
C -6.033 0.629 7.101 -0.0626 0.0245 0.1710 -0.43
O -5.055 0.780 6.069 -0.1282 -0.0044 -0.1658 -0.37
C -3.876 0.128 6.072 0.1841 0.0422 0.1339 0.79
C -3.430 -0.609 7.314 -0.2220 -0.2993 -0.0426 -1.15
O -3.180 0.202 5.097 0.0281 -0.0020 0.3213 -0.52
H -4.813 1.306 8.761 -0.0274 -0.0547 0.0314 0.27
H -6.555 1.448 9.022 -0.0151 -0.0031 -0.0090 0.35
H -5.713 2.578 7.947 -0.0535 0.0014 -0.0104 0.31
H -6.119 -0.417 7.398 0.0454 0.0008 0.0129 0.38
H -6.977 0.901 6.632 0.0353 0.0091 -0.0798 0.31
H -2.781 0.048 7.891 0.0093 0.0132 0.0003 0.29
H -2.860 -1.480 7.000 0.1226 0.0969 -0.0459 0.32
H -4.243 -0.956 7.947 0.0121 0.1115 0.0521 0.37
C 12.281 -4.209 3.615 -0.1045 -0.0186 0.0862 -0.94
C 11.615 -3.866 2.298 0.1516 0.0284 0.0847 -0.41
O 10.231 -4.224 2.287 0.0003 -0.0703 -0.2118 -0.37
C 9.259 -3.429 2.778 -0.0236 -0.0260 0.2093 0.69
C 9.636 -2.218 3.600 0.0785 0.2181 -0.2894 -0.37
O 8.116 -3.746 2.596 0.1054 -0.0814 -0.0190 -0.54
H 11.844 -3.653 4.444 0.0341 0.0568 -0.0175 0.28
H 13.347 -3.982 3.572 0.0056 -0.0037 -0.0173 0.35
H 12.158 -5.270 3.831 0.0337 -0.0146 -0.0404 0.30
H 11.743 -2.815 2.032 -0.0237 0.0118 0.0371 0.37
H 12.061 -4.450 1.495 -0.0758 -0.0328 -0.0272 0.31
H 9.599 -2.489 4.655 -0.0112 -0.0067 0.0098 0.25
H 8.901 -1.438 3.410 -0.1099 -0.0773 0.0804 -0.24
H 10.616 -1.808 3.372 0.0458 -0.0834 0.0898 0.33
C -5.528 -2.714 -1.110 0.4345 0.0812 0.0575 -0.97
C -4.539 -1.808 -0.404 -0.2000 0.0348 -0.2077 -0.43
O -3.380 -2.519 0.047 0.0389 0.0704 0.2084 -0.35
C -2.324 -2.767 -0.745 -0.0235 -0.1224 -0.1856 0.90
C -2.434 -2.530 -2.234 0.0679 0.3852 0.0026 -1.18
O -1.330 -3.230 -0.256 0.0440 -0.0546 0.0886 -0.59
H -5.099 -3.148 -2.014 -0.0514 0.0409 -0.0407 0.25
H -6.420 -2.154 -1.386 -0.0324 0.0159 0.0266 0.27
H -5.819 -3.535 -0.464 -0.0823 0.0040 0.0511 0.36
H -4.243 -0.951 -1.012 0.0393 -0.0149 0.0035 0.43
H -4.987 -1.406 0.501 0.0670 -0.0531 0.0703 0.30
H -2.698 -3.471 -2.716 -0.0070 -0.0159 0.0051 0.32
H -1.460 -2.208 -2.596 0.0534 -0.1404 0.0229 0.33
H -3.159 -1.771 -2.514 -0.0765 -0.0907 -0.0021 0.35
C -11.979 -3.858 -2.296 0.0405 -0.1516 0.0077 -0.83
C -10.993 -2.959 -1.580 -0.1712 0.0024 -0.1492 -0.26
O -9.835 -3.688 -1.153 0.0440 0.1290 0.2829 -0.38
C -8.777 -3.934 -1.949 -0.0372 -0.2095 -0.2016 0.73
C -8.879 -3.674 -3.433 -0.0059 0.4102 0.0241 -0.53
O -7.792 -4.417 -1.457 -0.1944 -0.1330 -0.0017 -0.57
H -11.555 -4.269 -3.211 -0.0193 0.0866 -0.0487 0.23
H -12.879 -3.301 -2.556 0.0056 0.0210 -0.0093 0.19
H -12.255 -4.697 -1.656 -0.0171 0.0325 0.0337 0.37
H -10.718 -2.091 -2.179 0.0741 -0.1450 -0.0505 0.23
H -11.444 -2.581 -0.663 0.1070 -0.0714 0.0871 0.34
H -9.149 -4.606 -3.930 0.0163 -0.0281 0.0200 0.27
H -7.900 -3.358 -3.787 0.0662 -0.1758 0.0283 0.27
H -9.588 -2.898 -3.705 -0.0920 -0.1017 0.0247 0.07
C -14.444 -0.841 -5.933 0.1350 -0.0256 -0.0690 -1.06
C -14.028 -0.728 -4.482 -0.1732 0.0606 -0.1218 -0.42
O -12.696 -1.210 -4.266 -0.0063 -0.0919 0.2130 -0.30
C -11.600 -0.455 -4.452 0.0718 0.0899 -0.2961 0.84
C -11.716 0.880 -5.146 -0.1338 0.1957 0.3070 -1.25
O -10.535 -0.899 -4.114 -0.0579 0.0890 -0.0279 -0.60
H -13.818 -0.228 -6.581 -0.0352 0.0592 0.0186 0.28
H -15.480 -0.524 -6.056 -0.0091 -0.0044 0.0173 0.38
H -14.351 -1.873 -6.271 -0.0455 -0.0161 0.0307 0.32
H -14.134 0.287 -4.098 0.0443 0.0134 -0.0274 0.38
H -14.658 -1.365 -3.865 0.0752 -0.0457 0.0373 0.33
H -11.494 0.740 -6.203 0.0075 -0.0123 -0.0110 0.30
H -10.974 1.549 -4.717 0.1193 -0.0817 -0.0794 0.32
H -12.689 1.355 -5.046 -0.0294 -0.0663 -0.1024 0.39
C 4.746 -0.389 -7.481 -0.0256 -0.0618 0.1134 -0.91
C 3.675 0.675 -7.604 0.1699 -0.0398 -0.0535 -0.39
O 2.559 0.416 -6.750 -0.1674 0.0587 -0.1108 -0.38
C 2.527 0.786 -5.451 0.1425 -0.1085 0.1626 0.65
C 3.794 1.275 -4.787 0.0004 0.4109 -0.1873 -0.59
O 1.502 0.656 -4.843 -0.0534 0.0124 -0.0248 -0.55
H 5.167 -0.421 -6.476 0.0381 0.0550 -0.0121 0.23
H 5.555 -0.198 -8.187 -0.0081 0.0074 -0.0132 0.34
H 4.324 -1.371 -7.690 -0.0070 0.0115 -0.0512 0.30
H 4.068 1.678 -7.431 0.0109 -0.0138 0.0396 0.38
H 3.262 0.669 -8.612 -0.0791 -0.0106 0.0273 0.30
H 4.268 0.437 -4.278 -0.0070 -0.0256 -0.0058 0.09
H 3.523 2.026 -4.048 -0.0801 -0.1485 0.1231 0.30
H 4.510 1.732 -5.464 0.0503 -0.1340 -0.0155 0.35